{"formula": "C23H43BCl2F4HgN3O4Si", "method": "wB97M-V/def2-TZVPD", "e_above_lowest_kj_mol": 0.0, "total_charge": -1, "symbols": ["C", "C", "H", "H", "H", "C", "C", "H", "H", "H", "H", "Hg", "Cl", "C", "O", "N", "C", "C", "H", "H", "H", "H", "H", "H", "H", "H", "H", "C", "C", "N", "H", "C", "O", "H", "H", "H", "H", "H", "H", "C", "C", "N", "H", "C", "O", "H", "H", "H", "H", "O", "C", "C", "C", "H", "C", "H", "C", "H", "C", "C", "H", "H", "H", "Si", "Cl", "C", "C", "C", "H", "H", "H", "H", "H", "H", "H", "H", "H", "F", "B", "F", "F", "F"], "coordinates": [[-1.566425, -0.605618, -3.328334], [-1.137125, -1.935628, -2.801802], [-1.284690, -0.465208, -4.377408], [-1.104913, 0.196705, -2.728706], [-2.656958, -0.457758, -3.254553], [-0.659605, -2.952505, -3.548384], [-0.509355, -2.955561, -5.032679], [-0.359033, -3.880792, -3.058493], [-0.736321, -1.985946, -5.492493], [-1.142882, -3.716160, -5.517231], [0.526325, -3.220130, -5.293201], [0.117162, 0.498227, 0.339378], [-0.648687, 2.298373, -1.207244], [-0.251108, -2.600417, 2.233285], [0.675530, -2.019272, 1.645017], [-0.050005, -3.564563, 3.153286], [1.261784, -3.729144, 3.742786], [-1.098240, -4.482779, 3.548274], [-1.320684, -2.348843, 2.052898], [1.869328, -2.846352, 3.532033], [1.757315, -4.630676, 3.359573], [1.155511, -3.852536, 4.822491], [-2.043105, -4.189380, 3.075419], [-1.204920, -4.474071, 4.638856], [-0.841380, -5.503866, 3.231768], [0.754054, 3.109522, 5.385319], [-1.307602, 4.304599, 4.761598], [1.145298, 3.176283, 4.370795], [-0.923804, 4.410508, 3.747065], [0.016782, 3.347867, 3.466826], [1.692009, 2.263998, 4.137164], [-0.116982, 2.641340, 2.350710], [0.823606, 1.949934, 1.883845], [-1.740493, 4.347400, 3.023943], [-1.110140, 2.668862, 1.854126], [1.799494, 4.050575, 4.328768], [-0.423523, 5.380649, 3.655774], [1.447045, -0.284341, -3.086905], [2.333710, -2.688825, -2.841219], [2.273383, 0.070702, -2.457384], [3.172783, -2.220641, -2.308721], [2.729978, -1.024793, -1.623195], [1.924354, 0.903823, -1.845010], [2.833305, -0.923678, -0.282404], [2.656730, 0.119304, 0.362367], [3.571459, -2.922172, -1.566565], [3.070224, -1.886038, 0.217771], [3.090973, 0.402040, -3.111290], [3.955667, -1.969201, -3.037138], [-0.083486, -1.332075, -0.808815], [-1.160207, -2.044000, -1.277723], [0.079317, -4.123111, -0.414323], [-1.122667, -3.488246, -0.735515], [1.012353, -3.570484, -0.539786], [0.081564, -5.425355, 0.099132], [-2.117534, -1.594869, -0.946205], [-2.318742, -4.185000, -0.555635], [1.028465, -5.881992, 0.395333], [-1.114591, -6.131273, 0.243186], [-2.318016, -5.499844, -0.086168], [-3.253309, -3.669342, -0.793274], [-1.117914, -7.160127, 0.617993], [-3.262750, -6.031984, 0.037131], [-0.424973, 6.650613, -2.716643], [-0.705227, 5.879761, -4.620454], [1.406429, 6.497571, -2.357226], [-1.486272, 5.618970, -1.586480], [-0.978267, 8.445857, -2.728525], [1.716125, 5.446533, -2.427933], [1.640731, 6.861900, -1.348241], [1.991696, 7.080524, -3.081142], [-0.389145, 9.034302, -3.444328], [-0.858985, 8.898820, -1.734431], [-2.035905, 8.524609, -3.013512], [-1.187790, 4.560438, -1.640169], [-2.541854, 5.679626, -1.882824], [-1.389786, 5.934548, -0.539049], [-0.833830, -0.129203, 3.235936], [-0.297835, -0.155903, 4.562225], [-0.673966, -1.363401, 5.195846], [1.121073, -0.068286, 4.474586], [-0.820514, 0.936617, 5.296243]], "forces_ev_per_a": [[0.0, 0.4, 0.0], [0.3, -1.4, -0.3], [-0.1, 0.1, 0.2], [-0.2, -0.3, -0.2], [0.3, -0.2, 0.0], [-0.5, 0.6, 0.4], [0.3, 0.0, -0.5], [-0.1, 0.2, 0.0], [0.1, -0.3, 0.1], [0.1, 0.2, 0.2], [-0.1, 0.1, -0.1], [0.1, -1.4, -0.2], [-0.1, 0.1, 0.0], [1.1, 0.8, -0.8], [-1.1, -0.6, 1.3], [-0.1, 0.0, 0.0], [0.0, -0.2, -0.1], [0.2, 0.2, 0.1], [0.5, -0.3, 0.0], [-0.2, -0.2, 0.0], [0.1, 0.1, -0.1], [-0.1, 0.1, 0.0], [0.2, -0.1, 0.1], [-0.1, 0.0, -0.1], [-0.1, 0.1, 0.0], [-0.1, -0.2, 0.0], [-0.1, 0.0, 0.0], [0.0, 0.2, 0.0], [0.0, -0.2, 0.1], [-0.2, 0.0, -0.3], [-0.2, 0.1, -0.1], [1.0, -0.8, -0.3], [-1.2, 0.4, 0.5], [0.0, 0.1, 0.2], [0.5, 0.3, 0.2], [0.1, 0.0, -0.2], [-0.1, 0.0, 0.0], [0.1, 0.1, 0.2], [0.1, 0.0, 0.1], [0.0, -0.1, -0.1], [-0.3, 0.0, 0.1], [0.5, 0.0, 0.3], [0.1, -0.2, -0.1], [-0.2, 0.6, 0.1], [-0.1, -0.9, -0.6], [-0.1, 0.1, -0.3], [0.1, 0.4, -0.1], [-0.1, 0.1, 0.1], [-0.1, -0.1, 0.1], [0.6, 0.9, 0.2], [-0.1, 0.1, 0.2], [0.0, -0.1, 0.0], [-0.2, 0.1, -0.3], [-0.3, -0.1, 0.1], [0.0, 0.2, -0.2], [0.0, -0.2, 0.0], [0.2, -0.1, 0.0], [-0.2, 0.1, -0.1], [-0.1, 0.2, 0.0], [0.0, 0.0, 0.0], [0.2, -0.3, 0.1], [0.0, 0.4, -0.1], [0.2, 0.1, 0.0], [-0.1, -0.1, 0.5], [0.0, 0.0, -0.3], [0.0, 0.0, 0.0], [0.1, -0.1, -0.1], [0.0, 0.1, -0.1], [-0.1, 0.2, 0.1], [0.0, -0.1, -0.2], [-0.1, -0.1, 0.2], [-0.1, -0.1, 0.1], [0.0, -0.1, -0.2], [0.2, 0.0, 0.1], [-0.1, 0.4, 0.0], [0.2, 0.1, 0.1], [0.0, 0.0, -0.2], [-0.1, 0.2, 0.3], [0.3, -0.2, 0.0], [0.1, 0.3, -0.2], [-0.7, 0.0, 0.2], [0.2, -0.1, -0.2]], "mulliken_charge": [-1.227, 0.482, 0.362, -0.057, 0.278, 0.113, -1.469, 0.384, 0.348, 0.298, 0.277, 2.264, -0.914, -0.277, -0.464, 0.822, -1.070, -1.126, 0.336, 0.231, 0.269, 0.352, 0.319, 0.317, 0.354, 0.333, 0.306, -1.007, -0.946, 0.428, 0.214, 0.452, -0.971, 0.290, 0.162, 0.362, 0.316, 0.172, 0.130, -0.792, -0.794, 0.355, 0.165, 0.113, -0.626, 0.308, 0.117, 0.367, 0.344, -1.176, -0.058, 0.198, -0.105, 0.047, -0.597, 0.479, -0.143, 0.375, -0.553, -0.686, 0.395, 0.378, 0.343, 0.510, -0.346, -0.898, -0.209, -0.934, 0.263, 0.316, 0.265, 0.260, 0.322, 0.247, -0.255, 0.279, 0.256, -0.358, 0.569, -0.375, -0.424, -0.383]}

***

{"formula": "C23H43Cl2MnN4O6Si", "method": "wB97M-V/def2-TZVPD", "s2": 6.091, "multiplicity": 5, "e_tot_ha": -3933.42477, "symbols": ["C", "C", "H", "H", "H", "C", "C", "H", "H", "H", "H", "Mn", "Cl", "C", "O", "N", "C", "C", "H", "H", "H", "H", "H", "H", "H", "H", "H", "C", "C", "N", "H", "C", "O", "H", "H", "H", "H", "H", "H", "C", "C", "N", "H", "C", "O", "H", "H", "H", "H", "O", "C", "C", "C", "H", "C", "H", "C", "H", "C", "C", "H", "H", "H", "Si", "Cl", "C", "C", "C", "H", "H", "H", "H", "H", "H", "H", "H", "H", "O", "N", "O"], "coordinates": [[-2.013666, -0.578632, -5.140492], [-1.331262, -1.384017, -4.104972], [-1.665120, -0.850149, -6.139339], [-1.843966, 0.489219, -4.999790], [-3.094822, -0.742458, -5.137445], [-0.743929, -2.574236, -4.310349], [-0.805354, -3.309177, -5.612781], [-0.180587, -3.072227, -3.506471], [-0.240100, -2.786432, -6.401420], [-1.836289, -3.448665, -5.978416], [-0.389665, -4.319208, -5.525038], [0.968521, 1.513759, 2.134758], [1.862623, 3.449845, 1.710845], [-0.051243, -1.085427, 2.691151], [0.991123, -0.368237, 2.553662], [0.078754, -2.244790, 3.290337], [1.422470, -2.717067, 3.538173], [-1.024243, -3.173961, 3.449598], [-1.055016, -0.788115, 2.341598], [2.102856, -1.889549, 3.767707], [1.778283, -3.243711, 2.642417], [1.362562, -3.404768, 4.380997], [-1.938254, -2.582557, 3.494850], [-0.896546, -3.740131, 4.367645], [-1.091738, -3.871599, 2.595700], [0.725913, 4.008854, 7.150748], [-1.019200, 4.856536, 6.642062], [0.983466, 3.382204, 6.281444], [-1.087301, 4.597629, 5.583293], [-0.057355, 3.635526, 5.287272], [0.982767, 2.308196, 6.554951], [-0.064296, 2.977379, 4.138468], [0.623246, 1.892938, 4.018163], [-2.064664, 4.164571, 5.358720], [-0.656318, 3.409398, 3.307803], [1.985482, 3.691733, 5.898947], [-0.961663, 5.502672, 4.972337], [1.917110, 0.846063, -2.822219], [2.909798, -2.097683, -3.234219], [2.972065, 0.581425, -2.622050], [3.515613, -1.836443, -2.352632], [3.039665, -0.589752, -1.757980], [3.475309, 1.445590, -2.159709], [2.960735, -0.426525, -0.398090], [2.870245, 0.660461, 0.184178], [3.431303, -2.631278, -1.603169], [2.982027, -1.384904, 0.154392], [3.442156, 0.341720, -3.585107], [4.565476, -1.742107, -2.675388], [-0.343181, 0.314853, -2.607933], [-1.280933, -0.712371, -2.682585], [0.188406, -2.168762, -1.274627], [-1.102144, -1.745652, -1.559184], [0.997020, -1.581863, -1.725223], [0.403719, -3.304428, -0.495705], [-2.304116, -0.297238, -2.563263], [-2.202784, -2.382973, -0.979214], [1.421858, -3.650127, -0.308321], [-0.690376, -3.999871, 0.023418], [-1.987745, -3.512423, -0.174752], [-3.211699, -1.988460, -1.159177], [-0.538072, -4.958370, 0.527375], [-2.843018, -4.017626, 0.295313], [-0.403826, 2.362778, -1.686562], [-0.202284, 0.830669, 0.351740], [1.320625, 3.153135, -1.613329], [-1.127748, 3.717740, -0.448066], [-1.354194, 2.442711, -3.263575], [1.990403, 2.538186, -0.984049], [1.264945, 4.151038, -1.143767], [1.747499, 3.287862, -2.618439], [-0.928867, 1.723540, -3.968411], [-1.342201, 3.467780, -3.661608], [-2.379858, 2.145823, -2.949821], [-1.384272, 3.274817, 0.522954], [-2.041934, 4.218902, -0.825353], [-0.414874, 4.533513, -0.227292], [-3.221300, -0.630034, 2.646709], [-3.422371, 0.583373, 2.928495], [-2.443627, 1.331572, 3.199131]], "forces_ev_per_a": [[-0.2, 0.0, -0.7], [1.3, -0.4, 1.9], [0.0, 0.1, 0.0], [0.0, -0.2, 0.0], [-0.1, 0.0, 0.1], [-0.3, 0.4, 0.2], [0.0, -0.3, -0.6], [-0.5, 0.3, -0.3], [-0.2, -0.2, 0.1], [0.3, 0.2, 0.1], [0.0, 0.2, 0.0], [0.1, -1.4, -0.5], [-0.2, 0.1, 0.1], [-0.3, -0.4, 0.2], [-0.1, 0.7, 0.0], [0.3, 0.4, -0.5], [0.3, -0.4, 0.3], [-0.6, 0.0, -0.5], [0.1, 0.1, 0.3], [-0.3, -0.3, 0.0], [0.1, 0.0, 0.2], [0.3, 0.0, -0.1], [-0.1, -0.1, 0.0], [0.1, 0.1, 0.1], [0.1, 0.3, 0.4], [0.3, -0.5, -0.3], [-0.2, 0.0, -0.3], [0.2, -0.3, 0.3], [-0.6, 0.8, -0.4], [0.6, -0.7, -0.9], [0.2, 0.7, -0.1], [0.5, -0.7, 0.9], [-0.4, 1.7, -0.4], [0.1, 0.1, 0.2], [0.0, -0.5, 0.6], [-0.8, -0.4, 0.2], [0.0, -0.1, 0.3], [0.5, -0.2, 0.1], [0.1, 0.1, 0.4], [-0.2, 0.4, -0.3], [-0.2, 0.1, 0.1], [0.5, 0.3, 1.1], [-0.1, -0.4, -0.2], [0.2, 0.4, -0.8], [-0.1, -0.9, -0.4], [0.1, 0.1, -0.2], [0.0, 0.2, -0.1], [0.0, 0.1, 0.3], [-0.3, 0.0, 0.2], [1.0, 0.4, 1.0], [-0.5, 0.3, 0.5], [0.2, 0.0, 0.1], [-0.5, -0.1, -0.9], [-0.4, -0.4, 0.3], [-0.1, 0.3, 0.0], [0.0, -0.1, 0.1], [0.4, -0.1, 0.3], [-0.2, 0.0, -0.1], [-0.2, -0.1, -0.1], [-0.2, 0.1, 0.0], [0.4, -0.3, 0.1], [0.0, 0.4, 0.0], [0.4, 0.2, -0.3], [0.3, 0.5, -0.1], [-0.1, 0.4, -0.5], [0.7, -0.7, -0.4], [-1.0, -0.4, 0.2], [-0.5, 0.9, -0.1], [-0.1, 0.4, -0.5], [-0.2, -0.6, -0.3], [0.1, -0.2, 0.3], [-0.3, 0.6, 0.2], [-0.4, -0.1, 0.1], [0.4, 0.2, -0.6], [-0.2, 0.1, -0.2], [0.3, -0.4, 0.1], [-0.2, -0.6, -0.3], [0.9, 1.4, 0.4], [-0.6, -0.2, -0.1], [0.4, -1.1, -0.3]], "lowdin_spin": [0.000, 0.000, 0.000, 0.000, 0.000, 0.000, 0.000, 0.000, 0.000, 0.000, 0.000, 3.897, 0.033, 0.006, -0.015, 0.007, 0.000, 0.001, 0.000, 0.000, 0.000, 0.000, 0.000, 0.000, 0.000, 0.000, 0.000, 0.001, 0.000, 0.004, 0.000, 0.012, 0.027, 0.000, 0.003, 0.000, 0.000, 0.000, 0.000, 0.000, 0.000, 0.002, 0.000, 0.001, 0.014, 0.000, 0.000, 0.000, 0.000, -0.001, 0.000, 0.000, 0.000, 0.000, 0.000, 0.000, 0.000, 0.000, 0.000, 0.000, 0.000, 0.000, 0.000, 0.005, 0.003, 0.001, 0.002, 0.000, 0.000, 0.000, 0.000, 0.000, 0.000, 0.000, 0.000, 0.000, 0.001, -0.002, -0.001, 0.000]}